Entry 1:
Formula: C18H31N2O8
Source: OMol25
Level of theory: ωB97M-V/def2-TZVPD

Net charge: -1
M, g mol⁻¹: 403.45
HOMO-LUMO gap, eV: 3.41
Spin multiplicity: 1

Last column: natural (NBO) charge in e.
CARTESIAN COORDINATES (ANGSTROEM)
C -4.241039 -3.487274 0.894862  -0.65
C -4.023261 -2.616458 -0.319545  0.27
C -4.248106 -3.471743 -1.545370  -0.65
C -4.936191 -1.399875 -0.315586  -0.62
O -2.670504 -1.986963 -0.305439  -0.49
C -1.597823 -2.802606 -0.312014  0.85
N -0.393693 -1.954411 -0.297969  -0.12
N 0.617070 -2.674852 -0.555197  -0.16
C 1.906015 -2.113679 -0.258028  0.82
O 2.129009 -1.022174 0.235128  -0.51
O 2.822630 -3.053311 -0.627847  -0.50
C 4.236864 -2.600378 -0.643385  0.27
C 4.644068 -2.114299 0.724731  -0.66
C 4.385876 -1.474625 -1.641939  -0.65
C 5.060366 -3.811980 -1.053335  -0.62
O -1.630015 -4.015751 -0.298703  -0.58
H -4.064711 -2.936996 1.824067  0.22
H -5.275464 -3.846070 0.908088  0.21
H -3.574863 -4.353687 0.848823  0.24
H -4.079875 -2.913596 -2.471474  0.22
H -3.590742 -4.345697 -1.516758  0.24
H -5.284743 -3.826090 -1.555708  0.21
H -4.739744 -0.781592 -1.197970  0.22
H -5.994989 -1.669862 -0.312581  0.21
H -4.732474 -0.782156 0.565319  0.23
H 4.545341 -2.910549 1.469064  0.20
H 5.683542 -1.776505 0.706583  0.21
H 4.001872 -1.272840 0.997157  0.27
H 4.051855 -1.785324 -2.637491  0.21
H 3.796159 -0.615991 -1.307850  0.26
H 5.433243 -1.170078 -1.706145  0.21
H 4.761304 -4.202057 -2.031715  0.21
H 6.121683 -3.549927 -1.116336  0.21
H 4.970620 -4.627835 -0.329162  0.21
C -2.642914 4.999346 3.831462  -0.62
C -2.158773 4.869698 2.409783  -0.07
O -0.959781 4.082748 2.391226  -0.55
C -0.511395 3.851314 1.131582  0.74
C 0.635437 2.938373 1.191429  -0.46
C 1.380485 2.943724 2.444113  -0.61
C 1.345461 2.646407 -0.037425  0.75
O 2.508862 2.249216 -0.081677  -0.74
O 0.587377 2.872760 -1.122727  -0.51
C 1.130375 2.290466 -2.319677  -0.07
C 0.353633 2.859477 -3.469248  -0.62
O -1.003035 4.391457 0.147849  -0.70
H -3.626394 5.476322 3.845007  0.19
H -2.719111 4.014739 4.301170  0.21
H -1.955534 5.607367 4.426110  0.20
H -2.914935 4.365018 1.802420  0.17
H -1.985400 5.860326 1.972136  0.18
H 2.383966 2.574865 2.220718  0.22
H 1.439630 3.986748 2.786921  0.17
H 0.933878 2.342048 3.248366  0.18
H 2.198102 2.526161 -2.417162  0.19
H 0.996036 1.201566 -2.232363  0.16
H 0.586761 2.295551 -4.371992  0.19
H -0.718322 2.815780 -3.283420  0.21
H 0.626294 3.905736 -3.630883  0.20

Cartesian forces, eV/Å:
C 0.22 -0.18 0.61
C -0.21 0.36 0.04
C 0.26 -0.18 -0.59
C 0.18 0.42 0.02
O 0.48 -1.05 -0.09
C -1.16 -0.76 -0.62
N 2.49 -1.32 0.11
N -2.75 0.06 0.67
C 1.37 2.00 0.20
O -0.97 -2.09 -0.94
O -0.40 1.09 0.20
C 0.23 -0.14 -0.03
C -0.07 0.16 0.60
C -0.30 0.29 -0.31
C -0.13 -0.43 -0.13
O 0.45 1.53 0.08
H 0.03 -0.04 -0.10
H 0.11 0.12 -0.07
H -0.20 0.17 0.17
H 0.05 -0.03 0.10
H -0.15 0.17 -0.15
H 0.13 0.13 0.08
H -0.03 -0.10 0.11
H 0.15 -0.18 0.00
H -0.04 -0.10 -0.11
H 0.02 0.06 -0.04
H -0.06 -0.10 -0.04
H 0.45 -0.20 0.17
H 0.04 0.03 0.10
H 0.19 0.01 -0.21
H -0.08 -0.06 0.03
H -0.07 0.13 0.10
H -0.19 0.14 0.06
H -0.09 0.13 -0.02
C 0.17 -0.06 0.27
C 0.15 -0.15 -0.05
O -1.52 1.09 0.85
C 2.40 -1.87 -1.35
C -1.41 1.16 -2.22
C 0.77 -0.06 0.89
C -0.74 0.59 2.98
O 0.37 -0.38 -0.77
O 0.67 -0.61 -1.90
C -0.20 0.18 0.68
C -0.05 0.17 -0.31
O -0.87 0.36 0.50
H 0.03 -0.01 0.03
H -0.04 0.08 -0.02
H -0.04 -0.06 0.00
H 0.04 0.10 -0.08
H 0.04 -0.21 -0.05
H 0.03 -0.01 0.29
H 0.31 -0.21 0.46
H 0.12 0.07 -0.01
H -0.21 -0.21 0.13
H 0.21 0.12 -0.18
H -0.04 0.01 -0.19
H -0.03 -0.06 0.02
H -0.07 -0.06 0.01

Entry 2:
Formula: C10H27ClFN2O3Pd
Source: OMol25
Level of theory: ωB97M-V/def2-TZVPD

Net charge: -1
M, g mol⁻¹: 384.21
HOMO-LUMO gap (spin up / spin down), eV: 6.60 / 6.67
Spin multiplicity: 3
Expectation value of S²: 2.0043

Last column: natural (NBO) charge in e.
CARTESIAN COORDINATES (ANGSTROEM)
Pd -0.446109 1.775954 0.495033  1.34
Cl -1.978219 3.066864 -1.357817  -0.85
F -0.786859 3.415484 1.871843  -0.83
C 2.645321 -1.001146 1.984593  -0.65
C 1.275351 -0.493816 2.629813  -0.03
O 0.764101 0.700334 2.053873  -0.97
H 3.093821 -1.897566 2.412853  0.18
H 3.335781 -0.167126 1.858983  0.20
H 2.516301 -1.194166 0.919603  0.17
H 1.443281 -0.444146 3.705653  0.12
H 0.491231 -1.250936 2.635203  0.11
C -4.389999 -0.568746 0.444393  -0.62
C -2.961289 -0.947606 0.740463  -0.05
C -2.280849 -1.868526 -0.297227  -0.07
O -0.936149 -2.314196 -0.103517  -0.54
C -0.514559 -3.285226 -0.973477  -0.26
N -2.225829 0.215534 1.200173  -0.84
H -4.462579 -0.002616 -0.484227  0.23
H -4.934309 0.032734 1.172433  0.23
H -4.953869 -1.488246 0.287333  0.19
H -2.914399 -1.623566 1.594263  0.15
H -2.590219 -1.409236 -1.236077  0.17
H -2.885609 -2.775356 -0.292337  0.16
H 0.532551 -2.985356 -1.015137  0.19
H -1.028079 -3.484986 -1.913957  0.18
H -0.561229 -4.169626 -0.338057  0.18
H -2.675389 0.666204 1.984323  0.39
H -1.351449 -0.185416 1.508083  0.40
C 2.137211 -0.395976 -2.205257  -0.61
C 1.620871 0.566414 -1.222427  -0.11
C 1.843381 2.024004 -1.567827  -0.06
O 1.419031 2.658114 -0.370937  -0.53
C 2.000381 3.880284 -0.130757  -0.26
N 0.224411 0.168734 -1.023527  -0.82
H 1.658491 -0.321366 -3.181657  0.19
H 1.964971 -1.460166 -2.044197  0.20
H 3.210481 -0.316066 -2.377877  0.20
H 2.169221 0.247904 -0.335887  0.23
H 1.252931 2.318914 -2.435287  0.20
H 2.900951 2.174024 -1.784927  0.18
H 1.695051 4.713884 -0.763217  0.18
H 3.083401 3.854464 -0.010337  0.15
H 1.705571 4.087044 0.898043  0.24
H -0.233139 0.320764 -1.911017  0.37
H 0.126021 -0.836456 -1.019977  0.38

Cartesian forces, eV/Å:
Pd -1.16 0.36 0.60
Cl 0.53 -0.54 0.15
F 0.21 -0.76 -0.58
C -1.38 0.70 -0.72
C -0.04 1.01 -1.42
O 1.03 -1.14 0.79
H 0.07 0.15 0.34
H 0.26 0.16 0.97
H -0.57 -0.63 -0.18
H 0.38 0.78 0.49
H -0.04 -0.93 -0.63
C -0.42 -0.73 -1.34
C 0.73 -0.60 2.20
C -1.66 0.06 -0.46
O -2.56 3.48 0.68
C 1.34 -1.29 1.22
N 1.27 0.09 -0.96
H 0.20 0.11 -0.14
H 0.57 -0.14 0.42
H -0.29 -0.06 0.01
H -0.77 -0.28 0.58
H 1.31 0.14 -0.94
H -0.37 -0.25 0.18
H 0.33 -0.83 -1.15
H -0.05 0.65 -0.08
H 0.17 -0.88 -0.61
H -0.02 -0.02 0.06
H 0.61 0.46 0.73
C 1.34 -0.97 -2.74
C 0.27 -2.27 0.15
C -0.78 -1.22 0.96
O 0.73 -0.12 -1.45
C 0.14 1.40 2.19
N -0.69 1.25 -0.42
H -0.06 0.60 -0.40
H -0.06 0.01 1.01
H 0.21 0.15 -0.05
H -0.27 1.07 0.55
H -0.23 0.24 -0.04
H 0.14 0.22 0.22
H -0.18 -0.23 -0.33
H 0.40 -0.41 -0.72
H -0.46 0.47 -0.05
H -0.55 0.95 -0.33
H 0.38 -0.21 1.21

Entry 3:
Formula: C24H52NO10
Source: OMol25
Level of theory: ωB97M-V/def2-TZVPD

Net charge: +1
M, g mol⁻¹: 514.68
HOMO-LUMO gap, eV: 9.78
Spin multiplicity: 1

Last column: Löwdin charge in e.
CARTESIAN COORDINATES (ANGSTROEM)
N -1.122954 -0.432770 0.416138  0.24
H -1.532954 0.420230 0.264138  0.00
H -1.875954 -1.345770 0.487138  0.20
H -1.135954 -0.558770 1.509138  0.12
H -0.265954 -0.683770 -0.200862  0.13
O -0.205954 0.969230 -2.101862  0.01
C 0.469046 0.748230 -3.163862  -0.48
O 1.451046 1.417230 -3.689862  0.00
C 1.977046 2.581230 -3.080862  -0.22
C 3.429046 2.901230 -3.609862  -0.06
C 0.282046 -0.654770 -3.742862  0.03
H 2.113046 2.229230 -1.901862  0.14
H 1.465046 3.657230 -3.022862  0.17
H 3.759046 3.357230 -2.701862  0.06
H 3.316046 3.374230 -4.564862  0.06
H 3.899046 1.923230 -4.035862  0.10
H -0.181954 -0.607770 -4.681862  0.07
H -0.360954 -1.129770 -3.030862  0.05
H 1.293046 -1.138770 -3.882862  0.11
O -1.135954 2.340230 1.417138  0.04
C -0.834954 3.545230 1.538138  -0.40
O 0.479046 3.985230 1.270138  -0.06
C 1.447046 2.969230 0.927138  -0.23
C 2.727046 3.766230 0.528138  -0.06
C -1.655954 4.781230 2.040138  0.02
H 1.001046 2.433230 0.037138  0.10
H 1.606046 2.212230 1.677138  0.11
H 3.337046 2.901230 0.121138  0.09
H 2.990046 4.338230 1.534138  0.13
H 2.580046 4.598230 -0.057862  0.03
H -1.033954 5.570230 2.514138  0.09
H -2.540954 4.553230 2.527138  0.03
H -2.024954 5.384230 1.082138  0.12
O 2.024046 -0.696770 0.805138  0.02
C 3.044046 -1.468770 0.830138  -0.47
O 3.971046 -1.494770 -0.149862  0.02
C 3.932046 -0.656770 -1.223862  -0.27
C 5.160046 -0.754770 -2.021862  -0.04
C 3.287046 -2.400770 1.924138  0.03
H 3.787046 0.280230 -0.898862  0.08
H 3.130046 -0.886770 -1.850862  0.10
H 6.052046 -0.563770 -1.546862  0.06
H 5.095046 -0.016770 -2.808862  0.07
H 5.344046 -1.744770 -2.528862  0.11
H 4.209046 -2.014770 2.575138  0.16
H 3.649046 -3.310770 1.407138  0.11
H 2.459046 -2.606770 2.445138  0.01
C -0.969954 -5.305770 -1.369862  -0.02
C -0.489954 -3.807770 -1.466862  -0.45
O -1.274954 -2.908770 -1.368862  0.06
C 1.080046 -3.648770 -1.523862  -0.01
H -0.754954 -5.841770 -0.559862  0.00
H -0.487954 -6.000770 -2.161862  0.13
H -2.000954 -5.412770 -1.225862  0.06
H 1.230046 -4.104770 -2.553862  0.10
H 1.564046 -4.107770 -0.571862  0.12
H 1.243046 -2.519770 -1.631862  0.07
C -3.934954 3.516230 -0.455862  -0.02
C -3.728954 2.293230 -1.331862  -0.32
O -3.774954 1.027230 -0.705862  -0.10
C -3.438954 2.494230 -2.770862  0.01
H -2.732954 3.786230 -0.402862  0.13
H -4.353954 3.294230 0.515138  0.06
H -4.505954 4.290230 -1.114862  0.12
H -2.426954 2.988230 -2.777862  0.13
H -4.209954 2.957230 -3.076862  0.03
H -3.124954 1.748230 -3.238862  0.01
C -2.396954 0.390230 4.457138  -0.01
C -3.361954 0.337230 3.214138  -0.37
O -3.237954 -0.578770 2.337138  -0.02
C -4.410954 1.440230 3.103138  0.02
H -2.068954 -0.693770 4.584138  0.09
H -2.952954 0.771230 5.486138  0.14
H -1.572954 0.980230 4.192138  0.04
H -4.762954 1.884230 3.959138  0.06
H -5.065954 1.389230 2.428138  0.00
H -3.762954 2.298230 2.756138  0.10
C 0.304046 -4.958770 2.777138  -0.01
C -0.654954 -3.900770 2.436138  -0.33
O -0.278954 -2.587770 2.429138  -0.06
C -2.029954 -4.313770 1.899138  0.00
H 0.145046 -5.840770 2.127138  0.11
H 0.137046 -5.331770 3.740138  0.09
H 1.211046 -4.485770 2.739138  0.04
H -2.720954 -3.571770 1.900138  0.04
H -2.505954 -4.915770 2.713138  0.11
H -1.772954 -5.115770 1.140138  0.09

Cartesian forces, eV/Å:
N -0.57 -7.23 3.09
H -1.64 2.60 -1.18
H 2.08 3.32 -1.71
H 1.71 0.70 -2.05
H -1.72 0.69 1.90
O 2.51 0.92 -3.29
C -2.60 -2.24 4.02
O -0.44 1.30 -1.15
C 1.83 1.13 4.12
C -2.35 -3.65 -1.21
C 1.94 0.86 0.55
H -0.48 1.15 -2.85
H -0.06 -2.83 -0.60
H 1.59 0.70 -0.32
H 0.26 1.53 0.03
H -0.25 1.39 1.83
H -0.67 -0.01 -1.45
H -0.16 -0.67 0.16
H -1.12 0.37 0.25
O 0.18 3.56 0.47
C 1.73 -1.00 0.17
O -2.43 -0.91 1.09
C -0.76 1.02 -2.91
C -0.37 -2.53 4.20
C 1.52 1.36 -3.86
H 0.64 0.34 0.78
H 0.05 0.09 0.62
H 0.38 1.77 0.63
H 0.56 -1.80 -1.82
H -0.66 1.25 -2.24
H -0.24 -1.07 0.10
H -1.40 -0.71 1.26
H 0.79 -1.45 1.63
O 3.49 -2.38 -0.49
C -3.56 3.76 -1.17
O -0.13 -2.27 2.97
C 0.51 -1.25 -1.29
C -0.02 -1.53 -2.51
C 5.74 0.03 -1.16
H -0.52 3.73 1.20
H -1.71 -0.52 -0.99
H 1.87 0.62 1.65
H -0.07 0.20 -0.40
H -0.63 0.79 0.53
H -2.13 -0.83 -1.25
H 0.02 0.14 0.59
H -3.03 -0.34 2.15
C 1.27 1.32 -4.30
C 1.06 -2.37 1.83
O -0.01 0.52 -0.31
C -1.75 1.08 -0.59
H 2.34 -1.45 4.02
H -1.21 1.41 0.73
H -2.00 0.37 -1.21
H 0.91 0.13 1.51
H -0.65 0.58 -2.11
H 0.18 -1.63 0.43
C 2.42 0.55 -2.75
C -0.59 -7.59 5.05
O 0.48 7.50 -3.91
C 4.74 2.77 6.96
H -3.12 0.00 0.21
H -0.01 0.05 -0.01
H 1.13 -0.98 1.61
H -1.21 0.99 0.00
H -5.04 3.83 -3.26
H 1.33 -7.24 -3.92
C -3.19 -2.03 1.35
C -0.15 -2.18 -1.13
O -0.19 3.15 2.90
C 7.58 0.93 2.53
H -0.23 1.51 0.05
H 1.50 -0.85 -2.87
H 1.25 1.03 -0.11
H -0.93 0.20 2.54
H -5.28 -1.26 -5.39
H -0.16 -0.61 0.00
C -1.87 -0.70 -1.25
C -0.02 7.03 -1.19
O -1.97 -7.12 0.17
C 3.15 -3.65 2.33
H 0.49 0.55 0.05
H -0.34 -0.40 1.74
H 2.66 0.45 -0.20
H -1.75 2.56 -1.62
H 0.64 -0.16 -0.23
H -1.13 1.55 0.22